No. 1
{
  "formula": "C7H11ClN2O",
  "method": "wB97M-V/def2-TZVPD",
  "species": ["C", "C", "C", "C", "C", "C", "O", "N", "N", "C", "Cl", "H", "H", "H", "H", "H", "H", "H", "H", "H", "H", "H"],
  "xyz": [[0.92576, -1.38698, -2.00937], [1.09111, -0.83833, -0.56332], [0.00160, 0.11379, -0.03439], [0.11684, 0.54953, 1.43492], [-0.87859, 1.57883, 1.83635], [-1.41468, -0.54335, -0.37339], [-1.97017, -1.43264, 0.24030], [-1.96875, 0.14788, -1.37723], [-1.23741, 1.25006, -1.77604], [-0.21551, 1.28920, -1.05918], [0.97869, 2.46499, -1.36533], [-0.08010, -1.73370, -2.06970], [1.65408, -2.27297, -2.15623], [1.15542, -0.64498, -2.71491], [2.13575, -0.38637, -0.45555], [1.23679, -1.74578, 0.04382], [0.06504, -0.44326, 1.97213], [1.20708, 0.94815, 1.52826], [-1.22275, 2.11028, 0.86568], [-0.50939, 2.27567, 2.48642], [-1.96189, 1.16362, 2.10688], [-2.95338, -0.04716, -1.65736]],
  "atomic_forces_ev_per_a": [[1.47, -1.36, 1.87], [2.32, -0.35, 0.07], [-1.62, 0.30, -2.21], [2.47, -1.64, -0.55], [-4.62, -1.27, -3.28], [0.48, -0.41, 2.32], [0.45, -0.02, -0.29], [-1.41, -0.35, -0.65], [-1.28, 0.07, -0.74], [1.82, -0.91, 1.14], [0.32, 0.29, 0.12], [-0.69, -0.45, -0.65], [-1.25, 1.43, 0.20], [0.06, 0.94, -1.19], [-1.40, 0.00, -0.22], [-0.79, 0.43, 0.40], [0.05, 1.23, -0.06], [-1.79, -0.63, 0.08], [0.86, -0.19, 1.52], [0.58, 1.67, 1.88], [2.55, 0.55, 0.16], [1.41, 0.69, 0.07]],
  "nbo_charge": [-0.603, -0.400, -0.187, -0.404, -0.615, 0.665, -0.596, -0.473, -0.245, 0.204, 0.045, 0.207, 0.219, 0.209, 0.215, 0.229, 0.239, 0.219, 0.204, 0.221, 0.224, 0.424],
  "e_above_lowest_kj_mol": 0.00,
  "total_charge": 0,
  "lumo_ev": 0.79,
  "spin_multiplicity": 1,
  "smiles": "CCC1(CC)C(=O)NN=C1Cl",
  "energy_ha": -918.23177,
  "homo_lumo_gap_ev": 10.27
}


No. 2
{
  "formula": "C2H10NO2",
  "method": "wB97M-V/def2-TZVPD",
  "species": ["C", "C", "N", "H", "H", "H", "H", "H", "H", "H", "H", "O", "H", "H", "O"],
  "xyz": [[-1.15197, 1.76223, 0.93273], [-0.25825, 1.46938, -1.37195], [-0.31890, 1.17571, -0.14200], [-1.31826, 1.02000, 1.70487], [-0.73382, 2.68284, 1.33733], [-2.12771, 2.03448, 0.51301], [-0.49581, 2.49683, -1.67671], [0.31727, 0.92548, -2.12871], [0.37887, 0.42455, 0.13859], [-0.29577, -4.17180, 0.59947], [0.30584, -3.79328, -0.85613], [-0.08972, -3.48969, -0.03725], [1.68484, -1.51771, 0.05912], [2.45694, -0.45532, 0.71790], [1.64645, -0.56369, 0.20972]],
  "atomic_forces_ev_per_a": [[-0.56, 0.67, -0.75], [0.96, 2.10, -0.37], [0.63, -1.16, 0.46], [0.27, -0.07, -0.01], [0.36, -0.20, 0.03], [0.26, -0.16, -0.01], [-1.19, -0.57, -0.11], [-0.05, -0.35, 0.79], [-0.87, -0.16, -0.05], [0.22, -0.60, -0.37], [-0.18, -0.82, 0.29], [0.09, 1.52, 0.01], [-0.74, -0.19, -0.19], [0.09, 0.60, 0.16], [0.69, -0.60, 0.11]],
  "nbo_charge": [-0.444, 0.117, -0.400, 0.251, 0.248, 0.241, 0.215, 0.234, 0.474, 0.496, 0.486, -0.981, 0.517, 0.504, -0.960],
  "e_above_lowest_kj_mol": 100.81,
  "total_charge": 1,
  "lumo_ev": -4.70,
  "spin_multiplicity": 1,
  "energy_ha": -287.15794,
  "homo_lumo_gap_ev": 10.15
}